The following is a quantum chemistry calculation of a structure of composition C10H17Cl2N3OsS5, from OMol25.

XYZ file:
```
38
Properties=species:S:1:pos:R:3:forces:R:3
H -2.6077 -0.1609 2.0966 0.113 -0.028 0.050
H -1.7559 3.4409 -1.2127 -0.016 -0.001 0.042
H -0.2359 5.0283 -0.7577 -0.001 0.000 -0.003
N -1.2606 -0.4123 0.5031 -0.052 0.062 -0.079
C 1.3498 3.7397 -0.2472 0.000 0.010 0.000
S 2.3007 -2.0066 -6.0773 -0.003 0.003 0.028
H -2.4812 -3.1007 1.3692 0.053 0.008 -0.041
N -0.8758 3.0934 -0.8662 0.039 -0.002 0.021
C 0.9420 -2.2701 -2.1212 -0.174 -0.142 0.061
H 1.8645 2.8136 -0.0593 -0.007 -0.006 -0.004
H -0.4708 -3.4136 2.5321 -0.007 0.018 0.075
C -0.6838 1.6552 -0.7944 -0.073 -0.028 -0.057
Cl 2.5979 -3.0356 1.5865 -0.078 -0.030 0.014
H -0.8488 1.4590 1.3810 0.034 0.017 -0.027
C 1.7835 -1.2246 -1.9945 0.101 0.178 0.098
S 2.6398 -0.7185 -3.4276 0.013 0.011 0.006
H -2.7398 -2.3242 2.9389 -0.045 -0.037 -0.029
H -1.4351 -0.7326 -0.4513 0.043 -0.118 0.044
C 0.0752 3.9977 -0.6258 0.030 -0.006 -0.034
C -1.3169 1.0812 0.4737 -0.036 -0.015 -0.096
H 3.0079 5.3067 -1.0895 0.000 -0.004 0.002
H 2.9864 -2.7364 2.7775 0.034 0.050 -0.003
H -1.1518 1.2017 -1.6722 0.004 0.018 -0.011
Os 0.5308 -1.3798 1.0039 0.081 -0.105 -0.302
S 0.0155 -2.8885 -0.7948 0.129 0.032 -0.080
C -2.1703 -2.2769 2.0098 0.009 0.000 -0.057
H 0.3766 1.4272 -0.8590 0.009 -0.014 0.041
C -2.4084 -0.9249 1.3468 -0.058 0.047 0.041
H -2.3701 1.3741 0.4827 -0.002 -0.009 0.042
S 0.8181 -2.9912 -3.7033 -0.009 -0.011 -0.001
N -0.7296 -2.4615 2.2893 0.008 0.007 -0.049
C 1.9417 -1.9128 -4.5101 0.001 -0.008 -0.035
H -0.0146 -0.9452 3.7742 0.026 -0.033 0.003
S 2.0496 -0.4138 -0.4846 0.033 0.027 -0.124
C 0.0489 -1.3984 2.7947 -0.117 0.038 0.297
Cl 2.3639 5.1413 0.0378 -0.007 0.002 -0.002
H -3.2873 -0.9990 0.7071 -0.054 0.085 0.060
H 1.1515 -0.0322 1.6440 -0.018 -0.018 0.108
```
Forces are in eV/Å.

## Properties
Orbital gap (alpha / beta) (eV): 5.5 / 4.7
Lowest unoccupied orbital energy (alpha / beta) (eV): -6.9 / -7.6
Relative energy (zero: lowest compared OMol25 entry of this formula, charge and spin) (kcal/mol): 122.5
Net charge: +2

=====

The following is a quantum chemistry calculation of a cluster of 2 separate species, C3H5NO4 in total at a distorted geometry, from OMol25.

XYZ file:
```
13
Properties=species:S:1:pos:R:3:forces:R:3
N -1.0373 1.5928 -0.2161 1.542 1.471 1.803
H 1.1926 -2.0045 -0.4167 0.568 0.478 0.103
O -0.3291 2.3600 0.4441 -1.145 -0.341 -0.912
C 1.4134 -1.4065 0.4760 -2.472 0.769 -0.029
H 0.7548 0.3477 -1.7551 -2.200 0.323 2.591
H 1.6417 -1.9251 1.3802 0.899 -0.398 0.294
H 0.2092 0.0779 1.8427 0.271 -0.957 -1.630
O -1.3662 -0.6182 -0.7196 -1.132 -1.411 0.114
O -2.1168 1.8219 -0.7124 -0.084 0.119 -0.246
H -2.0831 -0.1755 -1.1674 -0.769 0.405 -0.482
O 1.7623 -0.0309 0.3839 1.535 -0.785 0.584
C -0.4952 0.2645 -0.3231 3.734 -2.353 -2.007
C 0.4536 -0.3044 0.7836 -0.746 2.679 -0.182
```
Forces are in eV/Å.

## Properties
Orbital gap (alpha / beta) (eV): 8.3 / 8.3
Lowest unoccupied orbital energy (alpha / beta) (eV): -1.3 / -1.3
Relative energy (zero: lowest compared OMol25 entry of this formula, charge and spin) (kcal/mol): 199.5

=====

The following is a quantum chemistry calculation of a structure of composition C15H15N10O2S4Ti, from OMol25.

XYZ file:
```
47
Properties=species:S:1:pos:R:3:forces:R:3
H -1.3950 -0.8036 -5.1263 0.002 -0.006 0.001
H 3.4693 1.2669 2.9641 -0.004 0.000 -0.002
N 1.7743 1.7510 -0.2162 -0.035 0.031 -0.004
S 1.0760 -1.0885 1.5163 -0.032 0.018 -0.065
C -3.3463 2.8845 0.6663 0.011 0.008 -0.012
N 3.0576 1.8215 2.2257 0.011 -0.006 0.004
N 1.1277 0.6373 -3.8116 0.003 0.001 -0.013
C 1.7256 1.7910 2.0916 -0.017 -0.011 0.006
H 1.8197 0.4440 -4.5162 -0.002 0.005 -0.003
S -1.1954 0.0950 -2.5961 -0.024 0.010 0.009
H -0.9359 1.9993 3.5909 0.003 0.000 0.005
C -2.8828 0.5003 0.4065 -0.017 -0.045 -0.003
C 4.0688 -1.2786 1.8213 -0.038 -0.028 0.031
C -2.0582 2.6412 0.2988 -0.024 -0.014 0.013
N -0.4683 -0.4227 -5.0592 0.002 0.011 0.003
C -2.8270 -0.9462 0.2931 0.037 0.025 -0.006
S -4.2603 1.4415 0.8376 0.002 0.003 0.010
H -4.8608 -1.4231 0.7737 0.000 0.001 0.001
H 0.0377 -0.2336 -5.9073 0.002 -0.003 0.000
H 3.5759 1.8643 1.3556 -0.002 0.004 0.000
C 4.5062 -1.7828 -0.5385 0.014 0.000 0.006
C -2.4210 -3.6314 -0.0026 0.005 0.004 -0.004
Ti 0.0244 0.2392 -0.2821 -0.081 -0.047 0.093
H 1.4284 1.0340 -2.9273 -0.001 -0.009 0.000
H -0.4063 -3.0072 -0.4534 0.001 -0.001 0.003
H -2.2149 -4.6845 -0.1270 0.005 0.001 -0.002
O 0.8914 1.7025 -1.2328 0.026 0.002 0.021
C -1.7722 1.2510 0.1481 0.014 0.051 -0.021
N -0.3311 1.3031 3.1782 0.003 -0.007 -0.010
H -3.8173 3.8386 0.8451 -0.002 -0.001 -0.001
C -3.8912 -1.8167 0.5004 -0.003 -0.009 -0.005
H -4.4967 -3.8704 0.5028 0.000 0.001 0.000
O 2.9831 1.9510 -0.4311 0.020 0.023 -0.004
C -3.6830 -3.1737 0.3478 -0.009 0.003 0.004
C -0.0858 0.1096 -3.8848 0.026 0.001 -0.025
C -1.4103 -2.7069 -0.1859 -0.024 -0.014 0.001
C 3.5734 -1.5287 0.5099 0.000 0.008 -0.023
N 0.9982 1.7095 3.2302 0.007 0.021 0.002
N 4.4166 -1.0121 2.8881 0.020 0.021 -0.012
N -1.6037 -1.3947 -0.0482 0.077 0.052 0.028
N 1.0551 1.9246 0.9501 -0.005 -0.057 -0.052
H -1.3286 3.4233 0.1441 0.000 0.003 0.000
H 1.5150 1.6230 4.0919 -0.001 -0.007 0.001
C 2.2267 -1.4095 0.2576 0.047 -0.024 -0.021
H -0.4482 0.4025 3.6243 -0.003 0.001 0.006
S 1.5303 -1.4434 -1.3294 -0.011 -0.023 0.048
N 5.2591 -1.9914 -1.3838 -0.007 0.000 -0.008
```
Forces are in eV/Å.

## Properties
Orbital gap (alpha / beta) (eV): 6.7 / 7.1
Lowest unoccupied orbital energy (alpha / beta) (eV): -0.7 / -0.9
Relative energy (zero: lowest compared OMol25 entry of this formula, charge and spin) (kcal/mol): 5.5
Multiplicity: 2

=====

The following is a quantum chemistry calculation of the ion C2H5N3O with charge +2 at a distorted geometry, from OMol25.

XYZ file:
```
11
Properties=species:S:1:pos:R:3:forces:R:3
H 1.9670 2.4521 -0.0466 -0.218 0.172 0.022
N -1.9332 0.0214 0.1459 0.851 -0.698 1.876
H -2.4518 -0.0674 1.0624 -0.349 -0.610 -1.310
O -1.3832 1.2793 0.2516 2.560 -4.509 5.586
N 1.1750 1.8183 -0.1482 0.980 0.535 0.304
H 0.8696 -1.0151 -1.2189 -1.422 2.185 1.810
C 0.4872 0.9146 -0.2180 1.021 -0.260 -1.234
C -0.9350 -0.8744 -0.1027 -1.151 1.206 -2.057
H -1.4937 1.9312 -0.3188 -2.509 4.545 -5.312
N 0.1803 -0.3422 -0.6279 0.487 -2.584 -0.235
H -1.1069 -1.9451 -0.2105 -0.249 0.021 0.549
```
Forces are in eV/Å.

## Properties
SMILES: N=C=[NH+]/C=[NH+]\O
Orbital gap (eV): 10.9
Lowest unoccupied orbital energy (eV): -11.2
Relative energy (zero: lowest compared OMol25 entry of this formula, charge and spin) (kcal/mol): 25.9
Net charge: +2